[1]
# C6H7FO

C6H7FO in the gas phase (wB97M-V/def2-TZVPD, the OMol25 dataset).

XYZ file:
```
15
Properties=species:S:1:pos:R:3
C -2.86 -0.68 -0.25
C -1.82 -0.10 -0.10
C -0.63 0.58 0.11
C -0.34 1.47 1.06
C 0.52 0.19 -0.80
F 1.49 1.17 -0.76
C 1.10 -1.18 -0.35
O 1.47 -1.32 1.05
H -3.81 -1.12 -0.59
H -1.07 1.90 1.71
H 0.68 1.95 1.18
H 0.19 0.12 -1.86
H 2.04 -1.37 -0.90
H 0.34 -1.96 -0.64
H 0.66 -1.20 1.55
```

Values from the calculation:
- E_LUMO (eV) = 0.524
- SMILES string = C#CC(=C)[C@@H](F)CO
- energy relative to the best compared isomer or geometry (same formula, charge and spin) (kcal/mol) = 60.3
- 2S+1 = 1
- molecular weight (g/mol) = 114.1
- total charge = 0
- electronic energy (eV) = -11097.416

=====

[2]
# C6H7FO3

2 unconnected molecules or ions with the total composition C6H7FO3 (wB97M-V/def2-TZVPD, the OMol25 dataset).

XYZ file:
```
17
Properties=species:S:1:pos:R:3
F 0.78 -1.55 -0.41
C 1.22 -0.31 -0.47
C 2.36 0.32 -0.98
C 2.10 1.68 -0.85
C 1.01 1.78 -0.04
O 0.50 0.52 0.14
H 3.00 -0.12 -1.78
H 2.75 2.41 -1.37
H 0.51 2.68 0.33
O -2.57 0.57 -0.08
C -1.96 -0.68 0.13
C -1.62 -1.25 1.32
O -1.13 -2.56 1.41
H -2.83 1.15 0.69
H -1.57 -1.09 -0.76
H -1.65 -0.58 2.24
H -0.91 -2.96 0.49
```

Values from the calculation:
- E_LUMO (eV) = 0.792
- SMILES string = Fc1ccco1.O/C=C/O
- energy relative to the best compared isomer or geometry (same formula, charge and spin) (kcal/mol) = 30.5
- 2S+1 = 1
- molecular weight (g/mol) = 146.1
- total charge = 0
- electronic energy (eV) = -15191.739

=====

[3]
# C6H7HgLiO6

A molecular structure, C6H7HgLiO6 (wB97M-V/def2-TZVPD, the OMol25 dataset).

XYZ file:
```
21
Properties=species:S:1:pos:R:3
Hg 1.31 -3.13 1.22
O -0.01 -2.41 -0.46
O -1.72 -0.91 0.28
C -2.05 -0.91 1.68
C -0.74 -0.52 2.32
O 0.22 -1.07 1.40
C -0.40 -1.22 0.17
H -2.86 -0.19 1.84
H -2.38 -1.92 1.98
H -0.57 -0.97 3.31
H -0.60 0.57 2.37
Li -3.19 1.39 -4.94
O -1.98 1.90 -3.48
O -1.19 0.29 -2.19
C -0.31 -0.80 -2.38
C 0.34 -1.09 -1.08
O -2.62 -0.18 -3.87
C -1.97 0.68 -3.23
H -0.86 -1.68 -2.74
H 0.55 -0.47 -3.02
H 1.42 -0.91 -1.03
```

Values from the calculation:
- E_LUMO (spin up / spin down) (eV) = -3.369 / -6.844
- energy relative to the best compared isomer or geometry (same formula, charge and spin) (kcal/mol) = 0.0
- 2S+1 = 2
- molecular weight (g/mol) = 382.6
- total charge = +1
- electronic energy (eV) = -22992.257
- expectation value of S² = 0.752

=====

[4]
# C6H7IN3

2 unconnected molecules or ions with the total composition C6H7IN3 (wB97M-V/def2-TZVPD, the OMol25 dataset).

XYZ file:
```
17
Properties=species:S:1:pos:R:3
C 2.43 1.35 -0.33
C 2.22 0.24 -1.13
C 1.71 1.54 0.84
C 1.22 -0.62 -0.76
C 0.82 0.57 1.19
C -0.50 -1.16 0.84
N -2.23 -2.57 0.14
N -1.37 -1.79 0.26
N 0.53 -0.42 0.37
I -5.43 0.55 0.03
H 3.29 1.94 -0.74
H 2.84 0.10 -1.91
H 1.93 2.35 1.52
H 0.83 -1.54 -1.27
H 0.21 0.71 2.21
H -5.29 1.06 -1.43
H -3.20 -2.29 0.16
```

Values from the calculation:
- E_LUMO (eV) = -4.971
- energy relative to the best compared isomer or geometry (same formula, charge and spin) (kcal/mol) = 79.1
- 2S+1 = 1
- molecular weight (g/mol) = 248.0
- total charge = +1
- electronic energy (eV) = -18895.151

=====

[5]
# C6H7IS

2 unconnected molecules or ions with the total composition C6H7IS (wB97M-V/def2-TZVPD, the OMol25 dataset).

XYZ file:
```
15
Properties=species:S:1:pos:R:3
C -3.09 2.17 0.26
C -1.96 2.00 -0.15
C -0.62 1.91 -0.60
C -0.10 0.87 -1.16
S -1.21 -0.55 -1.46
C -0.82 -1.62 0.00
C -1.77 -2.06 0.83
H -4.09 1.95 0.66
H 0.00 2.68 -0.27
H 0.96 0.70 -1.40
H 0.20 -1.87 -0.23
H -2.73 -1.62 0.85
H -1.38 -2.69 1.73
I 6.63 -0.06 -0.18
H 5.75 1.31 -0.21
```

Values from the calculation:
- E_LUMO (eV) = 0.391
- SMILES string = C#C/C=C\SC=C.I
- energy relative to the best compared isomer or geometry (same formula, charge and spin) (kcal/mol) = 83.6
- 2S+1 = 1
- molecular weight (g/mol) = 238.1
- total charge = 0
- electronic energy (eV) = -25266.972

=====

[6]
# C6H7KNaO6

A molecular structure, C6H7KNaO6 (wB97M-V/def2-TZVPD, the OMol25 dataset).

XYZ file:
```
21
Properties=species:S:1:pos:R:3
O 4.07 0.04 1.71
C 3.17 0.48 0.99
O 2.90 1.70 0.85
O 2.36 -0.46 0.40
C 1.03 -0.33 0.57
C 0.43 -0.70 1.74
K 5.78 2.52 2.87
H 0.75 -0.18 2.65
H 0.29 -1.73 2.09
Na 0.96 2.61 0.25
C -0.31 -1.15 -0.15
C -1.42 -0.16 -0.46
O -2.16 -0.70 -1.55
C -3.08 0.07 -2.11
O -3.47 1.13 -1.68
O -3.45 -0.47 -3.27
H -0.75 -2.10 0.18
H 0.16 -1.47 -1.09
H -1.04 0.83 -0.73
H -2.09 -0.01 0.40
H -4.14 0.08 -3.66
```

Values from the calculation:
- E_LUMO (spin up / spin down) (eV) = -3.721 / -3.810
- energy relative to the best compared isomer or geometry (same formula, charge and spin) (kcal/mol) = 44.4
- 2S+1 = 1
- molecular weight (g/mol) = 237.2
- total charge = +1
- electronic energy (eV) = -39353.128

=====

[7]
# C6H7Li2O6

A molecular structure, C6H7Li2O6 (wB97M-V/def2-TZVPD, the OMol25 dataset).

XYZ file:
```
21
Properties=species:S:1:pos:R:3
Li 2.84 2.10 -1.12
O 2.77 0.50 -0.02
O 0.80 0.61 1.34
C 0.36 1.96 1.54
C -0.02 2.38 0.12
O 0.90 1.63 -0.68
C 1.44 0.58 0.12
H -0.49 1.95 2.23
H 1.17 2.57 1.95
H 0.14 3.45 -0.06
H -1.04 2.10 -0.13
Li -2.28 -2.96 3.20
O -2.22 -2.03 1.41
O -0.32 -2.00 0.26
C 0.99 -1.81 0.38
C 1.53 -0.78 -0.52
O -0.47 -3.09 2.27
C -1.05 -2.43 1.40
H 1.39 -1.90 1.40
H 1.19 -0.78 -1.56
H 2.24 -1.97 -0.33
```

Values from the calculation:
- E_LUMO (spin up / spin down) (eV) = -4.201 / -4.462
- energy relative to the best compared isomer or geometry (same formula, charge and spin) (kcal/mol) = 120.7
- 2S+1 = 1
- molecular weight (g/mol) = 189.0
- total charge = +1
- electronic energy (eV) = -19021.127

=====

[8]
# C6H7LiO6Rb

A molecular structure, C6H7LiO6Rb (wB97M-V/def2-TZVPD, the OMol25 dataset).

XYZ file:
```
21
Properties=species:S:1:pos:R:3
Li 1.04 0.97 0.38
O 1.17 1.86 -1.40
O 1.78 0.01 -2.56
C 2.92 -0.36 -1.72
C 2.52 -1.32 -0.61
O 1.61 -0.72 0.21
C 1.06 1.06 -2.31
H 3.63 -0.83 -2.40
H 3.34 0.54 -1.26
H 3.40 -1.63 -0.01
H 2.18 -2.26 -1.10
Rb -0.27 -1.45 1.87
O -0.65 1.03 1.41
O -1.58 1.12 -0.36
C -2.01 1.58 -1.55
C -1.10 1.35 -2.64
O -2.66 2.23 1.21
C -1.69 1.53 0.98
H -2.78 2.35 -1.44
H -1.32 0.43 -3.20
H -0.93 2.25 -3.23
```

Values from the calculation:
- E_LUMO (spin up / spin down) (eV) = -0.534 / -0.535
- energy relative to the best compared isomer or geometry (same formula, charge and spin) (kcal/mol) = 95.5
- 2S+1 = 2
- molecular weight (g/mol) = 267.5
- total charge = 0
- electronic energy (eV) = -19478.582
- expectation value of S² = 0.826

=====

[9]
# C6H7LiO6Tl

A molecular structure, C6H7LiO6Tl (wB97M-V/def2-TZVPD, the OMol25 dataset).

XYZ file:
```
21
Properties=species:S:1:pos:R:3
Tl 0.77 -1.30 -2.89
O 0.36 0.06 -1.53
O -1.51 -0.54 -0.22
C -2.29 -1.55 -0.85
C -1.34 -2.74 -0.87
O -0.07 -2.10 -1.03
C -0.19 -0.72 -0.59
H -3.19 -1.72 -0.25
H -2.58 -1.24 -1.86
H -1.50 -3.42 -1.72
H -1.35 -3.30 0.07
Li 1.66 5.43 1.62
O 2.43 3.90 0.45
O 1.88 1.76 0.90
C 0.86 1.00 1.08
C 0.81 -0.33 0.48
O 1.16 3.51 2.23
C 1.76 3.21 1.21
H 0.27 1.25 1.97
H 1.83 -0.65 0.23
H 0.24 -0.53 1.55
```

Values from the calculation:
- E_LUMO (spin up / spin down) (eV) = -8.309 / -11.402
- 2S+1 = 2
- molecular weight (g/mol) = 386.4
- total charge = +2
- electronic energy (eV) = -23498.856
- expectation value of S² = 0.758

=====

[10]
# C6H7LuO5

A molecular structure, C6H7LuO5 (wB97M-V/def2-TZVPD, the OMol25 dataset).

XYZ file:
```
19
Properties=species:S:1:pos:R:3
O -0.99 1.77 -0.81
Lu -1.86 0.30 0.07
O -2.28 -1.26 -1.77
C -2.35 -1.69 -2.82
C 0.33 2.22 -0.85
C 1.33 1.09 -1.15
H 0.45 2.98 -1.64
H 0.62 2.72 0.10
H 1.16 0.73 -2.18
H 2.36 1.49 -1.13
C 1.23 -0.09 -0.24
C 0.84 -0.03 1.03
O 0.72 -1.19 1.81
C -0.49 -1.65 1.99
O -1.49 -1.19 1.43
O -0.49 -2.70 2.74
H 1.46 -1.08 -0.65
H 0.63 0.89 1.59
H -1.20 -3.31 2.49
```

Values from the calculation:
- E_LUMO (eV) = -9.154
- energy relative to the best compared isomer or geometry (same formula, charge and spin) (kcal/mol) = 0.0
- 2S+1 = 1
- molecular weight (g/mol) = 334.1
- total charge = +2
- electronic energy (eV) = -50176.794

=====

[11]
# C6H7N

C6H7N in the gas phase (wB97M-V/def2-TZVPD, the OMol25 dataset).

XYZ file:
```
14
Properties=species:S:1:pos:R:3
C 1.09 1.38 0.01
C -0.12 1.67 0.60
C -2.03 0.09 -0.49
C 0.73 0.11 -0.91
C -0.59 -0.43 -0.23
C -0.48 -1.73 0.47
N -1.20 0.78 0.30
H 2.03 1.86 -0.18
H -0.48 2.40 1.21
H 0.71 0.61 -1.96
H 1.62 -0.50 -0.83
H -1.35 -1.80 0.99
H 0.47 -1.80 1.19
H -0.38 -2.63 -0.19
```

Values from the calculation:
- E_LUMO (eV) = 0.456
- energy relative to the best compared isomer or geometry (same formula, charge and spin) (kcal/mol) = 141.4
- 2S+1 = 1
- molecular weight (g/mol) = 93.1
- total charge = 0
- electronic energy (eV) = -7819.517

=====

[12]
# C6H7N

C6H7N in the gas phase (wB97M-V/def2-TZVPD, the OMol25 dataset).

XYZ file:
```
14
Properties=species:S:1:pos:R:3
C -1.64 0.56 1.30
C -0.57 0.23 0.35
N 0.31 -0.62 0.62
C 1.31 -1.21 -0.13
C 1.59 -0.18 -1.29
C 0.62 0.65 -1.48
C -0.57 0.93 -0.95
H -2.41 1.00 0.66
H -1.18 1.21 1.96
H -1.88 -0.37 1.80
H 0.94 -2.20 -0.16
H 2.31 -1.26 0.31
H 2.63 0.00 -1.51
H -1.45 1.25 -1.48
```

Values from the calculation:
- E_LUMO (spin up / spin down) (eV) = -0.172 / -0.173
- SMILES string = CC1=NCC=C=C1
- energy relative to the best compared isomer or geometry (same formula, charge and spin) (kcal/mol) = 104.1
- 2S+1 = 1
- molecular weight (g/mol) = 93.1
- total charge = 0
- electronic energy (eV) = -7821.131

=====

[13]
# C6H7N

2 unconnected molecules or ions with the total composition C6H7N (wB97M-V/def2-TZVPD, the OMol25 dataset).

XYZ file:
```
14
Properties=species:S:1:pos:R:3
N 0.65 2.37 -1.64
C -0.37 2.28 -1.07
C -0.19 0.51 0.88
C 1.07 0.11 0.41
C 0.87 -1.19 -0.29
C -0.43 -1.49 -0.32
C -1.22 -0.46 0.44
H -0.40 1.39 1.47
H 0.92 0.98 -0.44
H 2.00 0.41 0.90
H 1.67 -1.74 -0.77
H -0.89 -2.33 -0.82
H -2.02 0.04 -0.11
H -1.68 -0.88 1.36
```

Values from the calculation:
- E_LUMO (eV) = -1.353
- energy relative to the best compared isomer or geometry (same formula, charge and spin) (kcal/mol) = 110.2
- 2S+1 = 1
- molecular weight (g/mol) = 93.1
- total charge = 0
- electronic energy (eV) = -7820.868

=====

[14]
# C6H7N

C6H7N in the gas phase (wB97M-V/def2-TZVPD, the OMol25 dataset).

XYZ file:
```
14
Properties=species:S:1:pos:R:3
C -0.94 1.57 0.38
C -0.02 0.78 -0.46
C 0.54 0.38 -1.60
C 1.11 -0.25 -0.30
C 0.76 -1.63 0.33
C 2.45 0.23 0.11
N 3.51 0.63 0.27
H -0.22 2.44 0.66
H -1.19 1.02 1.33
H -1.79 1.82 -0.37
H 0.58 0.37 -2.65
H -0.28 -1.70 0.26
H 1.12 -1.80 1.43
H 1.24 -2.34 -0.36
```

Values from the calculation:
- E_LUMO (eV) = 0.725
- SMILES string = CC1=C[C@@]1(C)C#N
- energy relative to the best compared isomer or geometry (same formula, charge and spin) (kcal/mol) = 79.9
- 2S+1 = 1
- molecular weight (g/mol) = 93.1
- total charge = 0
- electronic energy (eV) = -7822.183

=====

[15]
# C6H7N

C6H7N in the gas phase (wB97M-V/def2-TZVPD, the OMol25 dataset).

XYZ file:
```
14
Properties=species:S:1:pos:R:3
C -2.33 -0.07 0.07
C -1.01 -0.04 0.11
C 0.08 -1.07 0.15
C 1.17 0.03 0.21
C 2.37 -0.05 -0.59
N 2.55 0.20 0.64
C -0.09 1.20 0.17
H -2.86 0.78 0.02
H -2.81 -0.94 -0.02
H 0.13 -1.71 0.95
H 0.09 -1.74 -0.70
H 2.85 -0.30 -1.56
H 0.11 1.98 -0.65
H -0.27 1.73 1.21
```

Values from the calculation:
- E_LUMO (eV) = 0.990
- SMILES string = C=C1CC2(C=N2)C1
- energy relative to the best compared isomer or geometry (same formula, charge and spin) (kcal/mol) = 114.5
- 2S+1 = 1
- molecular weight (g/mol) = 93.1
- total charge = 0
- electronic energy (eV) = -7820.684